(1)
Computed, not measured: 8 unconnected molecules or ions with the total composition C24H68N4O8 at a distorted geometry, with the ωB97M-V functional and the def2-TZVPD basis.

Summary:
Kohn-Sham gap	0.3535	hartree
E_LUMO	0.5	eV
SMILES string	COC[C@H](C)N.COC[C@H](C)N.COC[C@H](C)N.COC[C@H](C)N.CCO.CCO.CCO.CCO
HOMO	-9.069	eV
spin multiplicity	1
energy relative to the best compared isomer or geometry (same formula, charge and spin)	44.5	kcal per mole

CARTESIAN COORDINATES (ANGSTROEM)
C1 0.0813 0.5376 -4.4949
O1 1.4257 0.3826 -4.2870
C2 2.0043 -0.5016 -5.2262
C3 1.7720 -1.9515 -4.8424
C4 2.4263 -2.2472 -3.4996
N1 2.3053 -2.7642 -5.9540
H1 -0.5475 -0.3077 -4.1715
H2 -0.1849 0.8430 -5.5143
H3 -0.2676 1.3592 -3.8511
H4 1.5491 -0.2629 -6.1953
H5 3.0587 -0.2323 -5.3212
H6 0.6891 -2.0603 -4.7594
H7 2.0077 -3.1643 -3.0565
H8 2.2462 -1.4723 -2.7460
H9 3.4960 -2.4393 -3.5998
H10 3.3136 -2.6502 -6.0362
H11 2.1824 -3.7657 -5.8089
C5 0.1848 -1.1297 5.1261
O2 -0.3662 0.1468 5.2813
C6 -0.1316 0.9957 4.1886
C7 1.2089 1.6823 4.2660
C8 1.4290 2.3258 5.6480
N2 1.3676 2.6831 3.1372
H12 1.2614 -1.1146 4.8733
H13 -0.3510 -1.7321 4.3880
H14 0.1639 -1.6183 6.1054
H15 -0.3168 0.4579 3.2378
H16 -0.9434 1.7468 4.1268
H17 1.9904 0.9091 4.1578
H18 0.6947 3.1413 5.7650
H19 2.4102 2.7852 5.7175
H20 1.2103 1.6281 6.4589
H21 0.4555 2.8643 2.7090
H22 1.6021 3.5715 3.5679
C9 -0.2426 -3.2373 0.8098
O3 -0.3894 -4.5230 0.2618
C10 0.7787 -4.9503 -0.3744
C11 0.4147 -6.2253 -1.0777
C12 1.6219 -6.9494 -1.6598
N3 -0.5869 -5.8703 -2.1283
H23 0.4772 -3.2268 1.6374
H24 -1.1689 -2.8287 1.2311
H25 0.0306 -2.4706 0.0697
H26 1.1168 -4.2181 -1.1281
H27 1.5832 -5.0979 0.3533
H28 -0.0903 -6.7868 -0.2693
H29 1.9688 -6.3063 -2.4757
H30 1.3951 -7.9479 -2.0067
H31 2.4468 -6.9656 -0.9388
H32 -1.0779 -5.0666 -1.7824
H33 -1.2383 -6.6433 -2.2128
C13 -1.1840 5.0652 -0.0546
O4 -0.3975 5.3690 1.0913
C14 -0.8576 6.4889 1.8149
C15 -0.1920 6.4625 3.1609
C16 -0.6136 7.6523 4.0066
N4 1.3164 6.4296 3.0442
H34 -0.4440 4.8936 -0.8336
H35 -1.8207 5.9152 -0.3176
H36 -1.8184 4.1985 0.1257
H37 -0.6464 7.4300 1.2902
H38 -1.9401 6.3543 1.9900
H39 -0.4179 5.5083 3.6552
H40 -1.6801 7.8648 3.8770
H41 -0.0912 8.5288 3.6070
H42 -0.4081 7.5056 5.0577
H43 1.5023 5.7545 2.2837
H44 1.5878 7.3119 2.5744
C17 -2.1108 -2.8734 -2.7256
C18 -3.2277 -1.8704 -2.5344
O5 -2.7389 -0.5608 -2.1494
H45 -1.7226 -3.2528 -1.7913
H46 -1.3448 -2.5591 -3.4233
H47 -2.6339 -3.7618 -3.1325
H48 -3.8585 -2.1674 -1.6905
H49 -3.9005 -1.8509 -3.3980
H50 -2.3191 -0.1986 -2.9423
C19 -4.2713 2.3928 -0.3690
C20 -5.5109 2.0821 -1.1410
O6 -5.1887 2.1668 -2.5461
H51 -4.3487 1.9422 0.6226
H52 -4.0724 3.4525 -0.1964
H53 -3.4020 2.0107 -0.8941
H54 -6.3509 2.7391 -0.8650
H55 -5.8834 1.0594 -0.9758
H56 -5.9578 1.9353 -3.0719
C21 0.4610 0.5322 -0.6028
C22 -0.7463 1.3137 -0.1466
O7 -1.6092 0.6003 0.7315
H57 0.2744 -0.3382 -1.2582
H58 1.1297 0.1614 0.1804
H59 1.0996 1.1100 -1.2918
H60 -1.3151 1.5130 -1.0612
H61 -0.3706 2.1678 0.4085
H62 -2.0735 -0.0713 0.2084
C23 3.2899 -2.1418 0.8982
C24 4.1258 -3.0175 1.8029
O8 4.4442 -4.3167 1.1988
H63 3.5888 -2.1699 -0.1489
H64 3.4110 -1.0823 1.1800
H65 2.2163 -2.3187 0.9530
H66 3.6825 -3.1556 2.7963
H67 5.1139 -2.5680 1.9481
H68 3.7588 -4.9692 1.3549

Forces on the atoms, in the same order (eV/Å):
-1.787 1.105 0.757
0.951 -0.081 0.205
-0.222 0.565 -0.462
1.015 0.091 -0.311
-0.424 -0.693 0.725
-0.282 -0.336 0.095
0.288 -0.285 -0.356
0.145 -0.306 -0.110
0.232 -0.037 -0.084
0.087 -0.399 -0.131
0.110 -0.238 0.275
0.027 -0.405 -0.190
0.057 0.074 -0.239
0.122 0.103 -0.278
0.053 0.293 -0.080
-0.159 0.243 0.124
-0.240 0.296 0.127
0.809 -0.408 0.485
-0.239 0.055 0.191
-1.131 0.265 -0.991
0.885 0.443 -0.304
-1.074 0.473 -0.523
-0.508 -0.619 0.918
-0.324 0.172 -0.227
-0.059 0.011 -0.052
-0.348 -0.011 -0.165
0.609 -0.053 0.158
0.290 -0.053 0.636
-0.151 0.269 -0.193
0.147 -0.121 -0.028
0.218 -0.204 0.130
0.414 -0.031 -0.124
0.224 -0.198 0.072
0.207 0.081 -0.093
-0.256 0.945 0.438
-0.588 0.859 0.360
0.512 0.069 -0.574
-0.824 -0.378 0.176
0.096 1.155 0.225
1.060 -0.770 0.259
0.117 -0.074 -0.167
-0.186 -0.722 -0.101
0.349 -0.340 -0.103
0.009 0.103 0.214
0.085 -0.040 0.026
0.300 -0.350 -0.355
0.013 -0.402 -0.204
-0.020 -0.142 -0.145
-0.184 -0.304 0.041
-0.498 0.032 0.057
-0.098 0.234 -0.136
0.525 0.465 0.200
-0.072 0.029 -0.056
-0.633 -0.763 0.380
1.549 -0.196 0.520
-0.210 0.092 -0.729
-0.755 0.350 -1.197
-0.394 -0.272 -0.388
0.070 -0.062 -0.147
0.066 -0.125 -0.053
-0.113 -0.008 -0.084
0.101 0.423 -0.202
-0.332 0.199 -0.091
0.031 -0.151 0.141
0.037 0.039 0.370
0.206 0.099 0.154
0.002 0.101 0.633
-0.077 -0.340 0.561
-1.481 -1.067 -0.304
0.160 0.517 1.012
-0.191 -0.512 -0.691
0.482 0.526 0.344
0.203 0.048 -0.022
0.503 0.213 -0.228
0.099 -0.097 -0.092
0.266 0.389 -0.125
-0.057 0.147 0.315
0.299 0.095 0.671
-0.747 -0.383 -0.992
-0.006 0.425 0.294
0.251 -0.093 -0.058
-0.365 0.101 -0.261
-0.002 -0.340 0.080
0.248 0.100 -0.203
0.351 0.109 0.339
-0.110 0.006 0.078
1.298 -0.885 -1.000
0.098 -1.127 -0.384
0.052 -0.305 0.178
-0.656 0.093 0.436
-0.276 0.249 0.248
-0.202 0.379 0.423
0.080 0.859 0.194
-0.415 0.412 -0.193
0.147 0.240 -0.003
-0.296 1.012 0.084
0.613 -1.037 -0.538
-0.024 0.843 0.301
0.180 -0.370 0.017
0.027 -0.277 0.140
0.142 -0.278 -0.023
-0.055 0.029 -0.188
-0.204 -0.034 0.006
-0.240 0.193 0.161

---

(2)
Computed, not measured: 10 unconnected molecules or ions with the total composition C4H26F6O9P at a distorted geometry, with the ωB97M-V functional and the def2-TZVPD basis.

Summary:
Kohn-Sham gap (alpha / beta)	0.3471 / 0.1029	hartree
E_LUMO (alpha / beta)	-0.5 / -7.2	eV
HOMO (alpha / beta)	-9.975 / -9.957	eV
spin multiplicity	2

CARTESIAN COORDINATES (ANGSTROEM)
P1 0.0312 0.5244 0.9672
F1 -0.4158 2.0333 0.3222
F2 -0.7092 -0.3471 -0.1649
F3 1.3776 0.5726 0.0694
F4 0.4541 -0.9669 1.5603
F5 0.8744 1.1769 2.2240
F6 -1.2384 0.5854 1.9401
C1 3.5778 -2.1910 -0.8779
C2 3.0509 -3.0677 0.2841
O1 2.8179 -2.2043 1.4176
H1 4.4870 -1.6191 -0.6925
H2 3.0099 -1.3199 -1.2051
H3 3.9198 -2.7753 -1.7321
H4 3.8246 -3.7863 0.5545
H5 2.1676 -3.7050 0.2420
H6 1.9698 -1.7545 1.4152
C3 -0.7443 -2.0867 -4.4584
C4 -1.0602 -0.9919 -3.3761
O2 0.1846 -0.9269 -2.6425
H7 -1.6533 -2.0399 -5.0581
H8 -0.8691 -2.9826 -3.8502
H9 0.1479 -2.1690 -5.0791
H10 -1.8576 -1.2526 -2.6802
H11 -1.2053 0.0361 -3.7081
H12 -0.0444 -0.6046 -1.7677
O3 -3.0531 1.4075 -0.6139
H13 -2.1710 1.1333 -0.8648
H14 -3.1626 1.0773 0.2778
O4 -3.7649 0.5334 2.3419
H15 -4.2977 1.2069 2.7647
H16 -2.8633 0.7661 2.5639
O5 -2.7144 -2.6952 -0.5840
H17 -2.2510 -2.1450 0.0476
H18 -2.9244 -3.4930 -0.0986
O6 2.0892 3.6830 3.4219
H19 1.8100 2.8740 2.9932
H20 2.9897 3.5104 3.6969
O7 -2.5507 2.6732 4.0150
H21 -2.5694 3.4915 4.5113
H22 -2.3156 2.9374 3.1255
O8 4.1634 1.6001 -1.1948
H23 4.0484 1.0293 -1.9546
H24 3.4748 1.3318 -0.5866
O9 -2.3166 3.6625 1.0547
H25 -2.1576 4.2008 0.2794
H26 -1.5604 3.0774 1.0999

Forces on the atoms, in the same order (eV/Å):
2.513 1.282 3.517
0.950 -2.562 0.363
-1.078 0.477 -1.581
-0.581 -0.122 -0.347
-0.425 0.773 -0.103
-0.338 0.192 -1.365
0.064 -0.442 -1.176
0.374 -0.243 -0.642
0.124 1.788 1.130
1.257 -0.715 0.155
0.365 -0.503 1.230
-1.113 -0.509 -0.062
-0.553 -0.243 -0.319
0.292 0.274 0.204
-0.301 0.221 -1.289
-0.117 -0.226 -0.410
-2.497 0.239 0.928
3.448 -2.037 -0.443
-1.199 0.273 -1.607
0.184 -0.233 -0.535
0.307 -0.296 -0.242
0.039 0.839 0.441
-0.335 0.060 0.213
-0.084 0.660 -0.477
-0.003 0.468 2.323
-0.162 -0.173 -1.006
0.047 0.158 0.128
-0.349 -0.091 0.689
-0.349 -0.269 -0.484
-0.099 0.200 0.169
-0.065 0.002 0.351
0.196 0.093 -0.527
0.042 0.265 0.338
-0.112 -0.215 0.090
-0.029 0.321 0.063
-0.205 -0.320 -0.147
0.201 -0.011 0.076
-0.122 -0.371 0.220
0.034 0.175 0.108
-0.003 0.378 -0.379
0.188 0.157 -0.107
0.037 -0.118 -0.180
-0.246 -0.052 0.316
-0.396 0.448 0.752
-0.042 0.068 -0.127
0.141 -0.059 -0.246

---

(3)
Computed, not measured: 2 unconnected molecules or ions with the total composition C2H5O2S at a distorted geometry, with the ωB97M-V functional and the def2-TZVPD basis.

Summary:
Kohn-Sham gap	0.2520	hartree
E_LUMO	3.9	eV
HOMO	-2.924	eV
spin multiplicity	1
net charge	-1
energy relative to the best compared isomer or geometry (same formula, charge and spin)	43.8	kcal per mole

CARTESIAN COORDINATES (ANGSTROEM)
C1 1.0253 -1.2664 0.4905
S1 2.1305 0.2140 0.2479
H1 0.7015 -1.5732 1.6375
H2 1.5567 -2.1175 0.0717
H3 -0.0417 -1.3511 0.1129
O1 -2.4030 2.0933 -0.0007
C2 -1.2957 1.4872 -0.2756
O2 -0.9393 0.7975 -1.3754
H4 -0.3705 1.6871 0.2222
H5 -0.3637 0.0291 -1.1310

Forces on the atoms, in the same order (eV/Å):
-1.169 -0.778 2.421
-1.177 -0.567 0.126
1.373 0.857 -2.264
-0.169 -0.269 0.103
0.905 0.644 -0.422
4.639 -3.326 -1.933
-3.138 3.218 0.349
-2.075 -0.960 -0.033
0.501 -0.016 1.595
0.309 1.195 0.059